No. 1
The molecule C11H13Br in a non-equilibrium geometry. Source: OMol25; level of theory: ωB97M-V with the def2-TZVPD basis set.

XYZ file:
```
25
Properties=species:S:1:pos:R:3:forces:R:3
C 2.0874 0.2391 2.5451 -1.427 -0.482 -1.960
C 1.9705 -1.0335 1.9544 -0.568 2.253 0.687
C 1.4330 1.3704 2.0043 1.061 -0.753 2.662
C 1.0619 -1.1616 0.9295 0.928 -1.541 -0.999
C 0.5925 1.2210 0.9660 -0.932 0.247 -2.136
C 0.3923 -0.0422 0.4626 -1.579 -1.276 -2.066
C -1.5186 -1.4672 -0.7213 -0.261 1.679 -0.771
C -2.4639 -0.7279 0.2076 5.253 -1.260 -0.310
C -0.6502 -0.2182 -0.6168 -2.680 0.455 1.286
C 0.2649 0.8064 -2.6669 -0.225 0.907 -1.200
C -0.8882 0.8887 -1.7337 -1.675 -2.407 0.907
Br -2.3121 -1.0515 2.0761 -0.127 0.044 -0.459
H 2.5416 0.2845 3.4729 1.238 0.461 1.563
H 2.4837 -1.8340 2.4158 0.428 -0.900 0.086
H 1.4434 2.2381 2.6395 0.276 0.635 -0.349
H 1.0480 -2.1545 0.3957 -0.606 1.203 0.622
H 0.0630 1.9768 0.3602 0.367 0.145 1.189
H -1.1855 -2.4298 -0.4393 0.578 -0.789 0.675
H -1.8087 -1.5185 -1.7686 -0.669 -0.228 0.101
H -3.2724 -0.1758 -0.0665 -1.925 1.451 -0.869
H 0.3892 1.6093 -3.3798 -0.425 0.642 -0.118
H 0.1830 -0.0545 -3.2988 0.143 -0.854 -0.048
H 1.1609 0.8120 -2.1307 1.609 -0.350 0.838
H -1.8199 0.5860 -2.2739 0.606 0.048 0.361
H -1.1957 1.8370 -1.3335 0.613 0.671 0.307
```
Forces are in eV/Å.

- Lowest unoccupied orbital energy: 0.63 eV
- Energy relative to the best compared isomer or geometry (same formula, charge and spin): 2.129 eV
- HOMO: -7.5 eV
- E: -81657.2889 eV
- 2S+1: 1
- M: 225.13 g mol⁻¹
- Max |F|: 5.41 eV/A

No. 2
A structure of composition C11H13ClN2O2Sn in a non-equilibrium geometry. Source: OMol25; level of theory: ωB97M-V with the def2-TZVPD basis set.

XYZ file:
```
30
Properties=species:S:1:pos:R:3:forces:R:3
Cl 2.4209 0.4382 -2.0208 1.192 -0.884 0.397
C -1.4630 -0.5075 -1.4184 1.445 -0.156 -1.768
C -1.8465 -1.6233 -0.6335 0.176 -2.345 0.710
C -0.8484 -2.6196 -0.7201 -1.989 0.381 1.144
H -2.8245 -1.7317 -0.1470 0.667 0.084 -0.031
C 0.1913 -2.1596 -1.5794 0.287 0.505 -0.688
C -0.1981 -0.8219 -2.0354 -1.283 0.364 0.670
H 0.2216 -0.3174 -2.8952 -0.050 -0.022 0.307
H -2.0437 0.3891 -1.6208 0.126 -0.264 0.097
H -0.8679 -3.6183 -0.2618 -0.030 0.654 -0.157
C 1.3925 -2.9191 -2.0054 0.396 0.115 0.149
Sn 0.9916 -0.2127 -0.0258 0.366 0.237 -2.050
C -0.4808 1.3547 0.8850 -3.276 0.910 -3.513
C 1.4218 2.2495 -0.9620 1.384 6.328 -1.577
O -1.5016 1.8203 0.3917 3.239 -1.491 1.865
O 1.7778 3.2757 -1.4367 -1.847 -5.175 2.323
H 1.8626 -3.4451 -1.1640 -0.348 -0.135 -0.117
H 2.1664 -2.2743 -2.4272 -0.269 0.004 -0.159
H 1.1317 -3.6757 -2.7596 -0.107 0.092 0.129
C 0.9958 3.5021 4.2854 1.149 0.621 -0.141
N -0.3301 2.9384 4.0824 -2.854 -2.000 -0.857
C -1.3890 3.1621 5.0770 -0.892 -0.099 0.742
C -0.5331 2.1589 3.0757 5.319 2.302 -0.714
N 0.1063 1.7536 2.0819 -3.177 -0.248 3.252
H 0.9057 4.1327 5.1605 0.176 0.084 0.049
H 1.3026 4.0977 3.4319 -0.103 0.123 -0.124
H 1.7388 2.7242 4.4490 -0.146 -0.159 0.098
H -2.2900 3.5698 4.6125 0.327 0.216 -0.084
H -1.7009 2.2256 5.5519 0.399 0.150 0.079
H -0.9865 3.8628 5.8081 -0.278 -0.194 -0.033
```
Forces are in eV/Å.

- Lowest unoccupied orbital energy (alpha / beta): -10.51 / -10.62 eV
- HOMO (alpha / beta): -15.8 / -15.9 eV
- E: -37023.4215 eV
- Charge: +2
- 2S+1: 1
- M: 359.40 g mol⁻¹
- Max |F|: 6.67 eV/A

No. 3
The ion C11H13N2 with charge +1 in a non-equilibrium geometry. Source: OMol25; level of theory: ωB97M-V with the def2-TZVPD basis set.

XYZ file:
```
26
Properties=species:S:1:pos:R:3:forces:R:3
H -2.8904 -1.5929 -1.3493 0.402 0.441 -0.352
N -2.2380 -0.9080 -1.7699 0.696 1.378 0.677
C -2.0490 0.0699 -0.9588 -1.222 -0.665 0.730
C -2.8164 0.0096 0.4526 0.154 0.216 -1.030
C -1.0809 1.2924 -1.2638 0.768 -0.622 1.435
C 0.0966 1.1676 -0.1922 1.766 -0.090 1.309
C 0.2749 2.1693 0.9152 2.354 -2.468 0.234
C 1.3848 1.9694 1.9031 -1.514 -0.287 -1.776
N 2.2510 0.8668 1.8294 -1.711 0.001 -2.036
C 2.1424 -0.0846 0.7970 -2.198 1.144 -1.080
C 1.0808 0.0243 -0.2471 0.522 0.994 1.955
C 1.0800 -1.1077 -1.3564 -0.371 -0.616 0.331
C 1.0760 -2.5505 -0.7246 1.470 0.423 -0.840
C 1.4086 -3.6842 -0.3923 -0.332 1.208 1.347
H -3.0603 1.0321 0.8631 0.483 -1.130 -0.230
H -2.2110 -0.6323 1.1652 -0.763 0.960 -0.672
H -3.8043 -0.5049 0.2296 1.250 0.595 0.453
H -1.5711 2.2900 -1.0589 0.316 -1.231 -0.414
H -0.6400 1.2636 -2.3000 -0.636 -0.089 1.056
H -0.3860 3.0725 1.0478 0.845 -1.245 -0.260
H 1.5317 2.7234 2.7308 -0.016 -1.220 -1.045
H 2.9993 0.7122 2.5218 -0.654 0.402 -0.413
H 2.8566 -0.9591 0.7720 -0.886 1.265 0.231
H 1.9997 -0.9385 -2.0099 -1.054 -0.525 0.965
H 0.1866 -1.0241 -2.0446 0.915 0.036 0.965
H 1.6871 -4.5422 0.2795 -0.588 1.125 -1.542
```
Forces are in eV/Å.

- Lowest unoccupied orbital energy: -4.73 eV
- Energy relative to the best compared isomer or geometry (same formula, charge and spin): 5.276 eV
- HOMO: -13.0 eV
- E: -14587.2029 eV
- Charge: +1
- 2S+1: 1
- M: 173.24 g mol⁻¹
- SMILES string: [H]/N=C(\C)Cc1cc[nH+]cc1CC#C
- Max |F|: 3.42 eV/A